85
Properties=species:S:1:pos:R:3:forces:R:3:mulliken_charge:R:1 method="wB97M-V/def2-TZVPD" gap_ev=9.2730 e_lumo_ev=-0.05 charge=0 spin_multiplicity=1 smiles="CP(O)[C@@H]1OS(=O)(=O)[C@H](P(=N)(O)O)[C@@H](I)[C@H]1P(O)Br.FC(F)C(F)(F)COC(F)(F)C(F)F.FC(F)C(F)(F)COC(F)(F)C(F)F.FC(F)C(F)(F)COC(F)(F)C(F)F" e_homo_ha=-0.3426
C 0.874492 2.768546 4.625616 0.138 0.064 0.241 -0.8695
P -0.855896 2.316857 4.928236 -0.195 -0.085 0.335 0.0156
O -0.744462 0.757176 5.426840 -0.107 0.177 -0.153 -0.4572
C -1.563046 2.113125 3.183230 -0.064 0.017 0.356 -0.1138
O -0.599116 2.167141 2.079167 -0.455 0.253 0.243 -0.0284
S -0.239499 3.496682 1.311990 1.472 0.507 -1.479 1.1686
O 0.740325 4.285324 2.018208 -0.527 -0.444 0.046 -0.7065
O 0.133351 3.069341 -0.014930 -0.306 0.026 0.849 -0.6094
C -1.747211 4.468265 1.196881 -0.552 -0.723 0.351 -0.0539
P -1.713875 6.065437 2.093167 -0.292 0.806 -0.148 0.6102
N -3.134577 6.669820 2.138795 0.619 -0.268 -0.307 -0.7910
O -0.583848 6.893685 1.323158 -0.092 -0.211 0.239 -0.4004
O -1.049870 5.830728 3.541501 -0.164 -0.352 -0.260 -0.5126
C -2.974592 3.610461 1.591358 0.304 0.126 0.418 -1.5062
I -3.260192 2.142013 0.042109 -0.224 0.072 -0.064 0.1170
C -2.764072 3.067763 3.012185 0.059 -0.164 -0.384 0.1328
P -4.233882 2.296235 3.891184 0.266 0.072 0.243 0.1083
O -4.892887 1.455166 2.660854 -0.092 0.079 0.040 -0.4031
Br -5.504228 4.141188 3.919232 -0.072 0.041 -0.032 -0.2819
H 1.366946 2.631556 5.595902 -0.034 -0.011 -0.154 0.4728
H 1.391257 2.175197 3.867724 -0.076 0.122 0.012 0.2833
H 0.912448 3.832643 4.384289 0.107 -0.144 -0.142 0.1792
H -0.300402 0.172953 4.797476 -0.048 0.139 0.303 0.6134
H -1.925914 1.077605 3.181020 0.220 0.165 -0.337 0.4882
H -1.834471 4.708374 0.131034 0.213 0.157 0.145 0.6221
H -3.178253 7.572471 1.677064 -0.310 0.002 0.203 0.2494
H 0.177198 7.069737 1.889012 0.165 -0.022 -0.017 0.3092
H -1.758168 5.771963 4.197497 0.053 0.277 0.165 0.3802
H -3.855878 4.256112 1.604746 0.114 -0.118 -0.253 0.8650
H -2.587960 3.939398 3.652100 -0.075 -0.006 -0.080 0.1110
H -5.845449 1.583653 2.594488 -0.086 -0.119 -0.069 0.3005
F 2.965718 5.022990 -3.872996 0.147 0.071 0.026 -0.2461
C 1.759370 4.813553 -3.313037 -0.146 -0.116 0.047 0.1011
F 0.822280 4.936813 -4.280145 -0.005 0.001 -0.017 -0.2656
C 1.470896 5.846913 -2.220789 0.094 0.370 -0.034 0.9480
F 1.407383 7.083873 -2.760754 0.058 -0.049 -0.051 -0.2885
F 0.222585 5.540851 -1.769924 -0.130 -0.085 0.085 -0.2660
C 2.382353 5.862997 -0.985640 0.075 -0.160 0.604 -0.5306
O 3.384485 6.869341 -0.942703 -0.105 0.134 -0.518 -0.4290
C 4.642554 6.694934 -1.445690 -0.067 -0.081 0.274 0.7562
F 4.863541 5.442504 -1.875671 -0.090 -0.050 -0.094 -0.2908
F 5.519341 6.928649 -0.438426 0.054 -0.029 0.062 -0.3086
C 4.966505 7.726791 -2.535419 0.002 0.051 0.034 0.2152
F 4.121851 7.595653 -3.573465 -0.053 -0.074 -0.057 -0.2219
F 6.225058 7.509209 -2.977711 0.016 0.008 -0.004 -0.2594
H 1.713197 3.801912 -2.901949 0.015 -0.001 0.014 0.2478
H 1.726612 6.119868 -0.154971 -0.067 -0.007 -0.064 0.1509
H 2.779531 4.874246 -0.754724 0.057 -0.025 -0.242 0.4514
H 4.890156 8.736656 -2.128796 0.005 -0.001 0.014 0.2441
F 0.897872 -2.742662 2.599202 -0.049 -0.066 0.004 -0.2507
C 0.322106 -1.558648 2.345396 0.095 -0.131 -0.358 0.0206
F 0.183046 -0.899631 3.530258 0.163 -0.194 -0.126 -0.4715
C -1.071089 -1.727242 1.729970 -0.135 -0.299 0.198 0.9857
F -1.886197 -2.345506 2.608854 0.073 -0.001 -0.006 -0.3021
F -1.516738 -0.447910 1.581843 -0.059 -0.031 -0.166 -0.2567
C -1.185617 -2.382418 0.344719 -0.039 0.111 -0.531 -0.9006
O -1.570443 -3.746076 0.301022 0.021 -0.031 0.591 -0.3874
C -0.673548 -4.777455 0.323325 -0.046 0.235 -0.290 0.7940
F 0.598423 -4.355117 0.273860 0.052 0.065 0.145 -0.2980
F -0.884176 -5.520053 -0.795850 -0.042 0.000 0.007 -0.3642
C -0.915541 -5.719274 1.510224 -0.056 -0.052 -0.038 0.1754
F -0.760895 -5.051414 2.667364 0.063 0.100 0.064 -0.2273
F -0.006704 -6.715183 1.461150 0.003 -0.012 0.007 -0.2368
H 0.965584 -0.963685 1.693238 -0.004 0.018 0.024 0.3122
H -2.015986 -1.859234 -0.128201 -0.003 -0.018 0.022 0.4265
H -0.302845 -2.184569 -0.264172 0.114 -0.058 0.150 0.3717
H -1.923237 -6.135383 1.460153 -0.004 0.000 -0.012 0.2450
F 0.877538 -9.278544 -5.960651 0.067 0.159 0.084 -0.2205
C 0.286115 -10.467590 -5.750389 -0.015 -0.150 -0.007 0.0748
F -0.577658 -10.692380 -6.764658 -0.016 -0.005 -0.018 -0.2631
C -0.498632 -10.468803 -4.433569 -0.119 0.302 0.064 0.9093
F -1.502817 -9.572595 -4.502009 0.025 0.011 -0.011 -0.2671
F -1.057752 -11.713813 -4.364648 0.046 -0.083 0.016 -0.3277
C 0.281654 -10.291570 -3.120450 0.215 -0.260 0.417 -0.7508
O 0.280995 -9.006463 -2.523630 -0.268 0.199 -0.467 -0.3226
C 1.229895 -8.055510 -2.789549 0.014 -0.216 0.200 0.7783
F 2.210142 -8.513095 -3.586330 -0.037 -0.053 -0.136 -0.2956
F 1.801395 -7.711394 -1.613171 0.074 -0.007 0.066 -0.2877
C 0.598443 -6.775573 -3.348859 -0.087 0.126 -0.090 0.6133
F -0.028406 -7.029287 -4.514659 0.035 -0.114 -0.077 -0.2512
F 1.577545 -5.871166 -3.584279 0.031 -0.019 0.028 -0.2648
H 1.042111 -11.257071 -5.750337 0.016 0.007 0.014 0.2901
H -0.259039 -10.911556 -2.406401 -0.001 0.029 -0.001 0.3889
H 1.287789 -10.705544 -3.197135 0.022 0.103 -0.174 0.3123
H -0.115021 -6.360956 -2.639952 0.034 -0.058 0.015 -0.0525